Run 1
# C3H6O

One molecule with the formula C3H6O (ωB97M-V/def2-TZVPD, the Open Molecules 2025 dataset).

total charge = 0
highest occupied orbital energy = -9.689 eV

Geometry as XYZ:
```
10
C3H6O | the Open Molecules 2025 dataset | ωB97M-V/def2-TZVPD
C -0.82836 0.32130 -0.33472
O -1.68431 0.92853 0.65017
C 0.26959 -0.49893 0.31107
C 1.45986 -0.72082 -0.32168
H -1.50382 -0.25993 -0.95914
H -0.32339 1.06333 -0.95813
H -1.07238 1.32132 1.28088
H 0.03697 -1.06840 1.21445
H 2.24603 -0.83408 0.40969
H 1.39981 -0.25232 -1.29259
```

***

Run 2
# C3H6O

A 2-piece molecular cluster, C3H6O overall (ωB97M-V/def2-TZVPD, the Open Molecules 2025 dataset).

total charge = 0
highest occupied orbital energy (alpha / beta) = -10.499 / -7.208 eV

Geometry as XYZ:
```
10
C3H6O | the Open Molecules 2025 dataset | ωB97M-V/def2-TZVPD
C 0.57754 0.46756 0.62370
C 0.71327 -0.58681 -0.48047
C -0.56098 -0.33730 0.18417
O -1.41801 -1.14036 0.79847
H 1.00992 0.27582 1.60075
H 0.64339 1.50300 0.32659
H 0.85550 -0.22446 -1.48617
H 1.22187 -1.51773 -0.27611
H -2.35347 1.38409 -1.54781
H -1.83306 -0.71456 1.56374
```

***

Run 3
# C3H6O

One molecule with the formula C3H6O (ωB97M-V/def2-TZVPD, the Open Molecules 2025 dataset).

total charge = 0
highest occupied orbital energy = -7.747 eV

Geometry as XYZ:
```
10
C3H6O | the Open Molecules 2025 dataset | ωB97M-V/def2-TZVPD
C 0.44950 1.36774 -0.19696
C -0.60658 0.08248 0.43898
O 0.38089 0.43846 1.21699
C -0.49652 -1.37136 0.01281
H 1.52940 1.48054 -0.03285
H 0.34001 0.94895 -1.20845
H -0.10553 2.28753 -0.05251
H -0.98294 -1.55067 -0.95048
H 0.54072 -1.73332 0.00626
H -1.04895 -1.95035 0.76621
```

***

Relative calculated energies, zero for the most stable structure, unit eV: run 1 0.000; run 2 4.064; run 3 3.102.

***

Run 1
# C3H6O

One molecule with the formula C3H6O (ωB97M-V/def2-TZVPD, the Open Molecules 2025 dataset).

total charge = 0
highest occupied orbital energy = -10.115 eV

Geometry as XYZ:
```
10
C3H6O | the Open Molecules 2025 dataset | ωB97M-V/def2-TZVPD
C -1.26321 0.24406 0.15507
C 0.05754 -0.42129 -0.05023
C 1.40637 0.13974 -0.07218
O 0.96172 -0.69416 0.99864
H -2.05290 -0.50112 0.29807
H -1.41218 0.60849 -0.86716
H -1.33470 0.97319 0.97284
H -0.11254 -1.15964 -0.83766
H 2.10440 -0.37082 -0.73763
H 1.64550 1.18155 0.14023
```

***

Run 2
# C3H6O

A 2-piece molecular cluster, C3H6O overall (ωB97M-V/def2-TZVPD, the Open Molecules 2025 dataset).

total charge = 0
highest occupied orbital energy = -9.264 eV

Geometry as XYZ:
```
10
C3H6O | the Open Molecules 2025 dataset | ωB97M-V/def2-TZVPD
C 1.84437 0.22499 -0.06522
C 1.61043 -0.91942 -0.08080
C -0.97862 0.43786 -0.03329
H 1.96814 1.36563 -0.29018
H 1.73185 -2.03513 0.07422
H -2.31339 -0.68663 0.57489
H 0.18240 0.40186 -0.07037
H -1.37856 1.18089 -0.85147
H -1.05490 0.83759 0.96331
O -1.61172 -0.80764 -0.22110
```

***

Run 3
# C3H6O

One molecule with the formula C3H6O (ωB97M-V/def2-TZVPD, the Open Molecules 2025 dataset).

total charge = 0
highest occupied orbital energy = -8.273 eV

Geometry as XYZ:
```
10
C3H6O | the Open Molecules 2025 dataset | ωB97M-V/def2-TZVPD
C -1.59469 0.07890 0.36266
C -0.50166 -0.83966 -0.08187
C 1.60699 -0.04473 -0.33724
O 0.58660 -0.42456 0.57731
H -2.47517 -0.41365 0.77067
H -1.89491 0.50302 -0.61058
H -1.22429 0.88957 1.00254
H 1.24611 -0.24613 -1.34877
H 2.55697 -0.53790 -0.14311
H 1.69405 1.03514 -0.19161
```

***

Run 4
# C3H6O

A 2-piece molecular cluster, C3H6O overall (ωB97M-V/def2-TZVPD, the Open Molecules 2025 dataset).

total charge = 0
highest occupied orbital energy = -10.157 eV

Geometry as XYZ:
```
10
C3H6O | the Open Molecules 2025 dataset | ωB97M-V/def2-TZVPD
C 0.22022 1.73026 2.95214
C -0.80581 2.42470 2.48907
H 0.15304 1.13136 3.85092
H 1.16961 1.68193 2.43810
H -1.79335 2.40467 2.92635
H -0.70220 2.98726 1.56841
O 0.59368 -1.91849 -3.91702
C 0.40566 -3.09452 -4.07658
H 1.31363 -3.73855 -4.09566
H -0.55449 -3.60862 -4.13572
```

***

Relative calculated energies, zero for the most stable structure, unit eV: run 1 0.000; run 2 3.149; run 3 2.172; run 4 0.333.

***

Run 1
# C3H6O

One molecule with the formula C3H6O (ωB97M-V/def2-TZVPD, the Open Molecules 2025 dataset).

total charge = 0
highest occupied orbital energy (alpha / beta) = -9.397 / -8.596 eV

Geometry as XYZ:
```
10
C3H6O | the Open Molecules 2025 dataset | ωB97M-V/def2-TZVPD
C 0.90560 0.66202 -0.69716
C -0.31230 -0.08065 -0.66952
O -0.65430 -1.04401 -1.41470
C -0.37978 -0.47331 0.94478
H 1.71948 0.42141 -1.38193
H -1.04947 0.78861 -0.54150
H 1.03968 1.50230 -0.02107
H -1.37807 -0.90147 1.02409
H 0.36720 -1.24432 1.12924
H -0.25805 0.36941 1.62777
```

***

Run 2
# C3H6O

One molecule with the formula C3H6O (ωB97M-V/def2-TZVPD, the Open Molecules 2025 dataset).

total charge = 0
highest occupied orbital energy = -8.831 eV

Geometry as XYZ:
```
10
C3H6O | the Open Molecules 2025 dataset | ωB97M-V/def2-TZVPD
C -0.00633 0.62779 -1.27484
C -0.35328 -0.30190 -0.12957
C 0.23161 -0.14408 1.05018
O 0.01046 -0.78491 2.22889
H 0.75757 1.34301 -0.99082
H 0.46709 0.00453 -2.04083
H -0.71332 1.28498 -1.79785
H -1.09733 -1.00512 -0.46245
H 0.89737 0.68894 1.21949
H -0.19384 -1.71323 2.19781
```

***

Run 3
# C3H6O

One molecule with the formula C3H6O (ωB97M-V/def2-TZVPD, the Open Molecules 2025 dataset).

total charge = 0
highest occupied orbital energy = -8.574 eV

Geometry as XYZ:
```
10
C3H6O | the Open Molecules 2025 dataset | ωB97M-V/def2-TZVPD
C -1.26170 0.18767 0.12303
C -0.09984 -0.71097 -0.24791
C 1.36997 0.01225 -0.00068
O 0.78773 -0.91153 0.83466
H -2.02540 -0.37340 0.68420
H -1.75794 0.58277 -0.76814
H -0.94428 1.01480 0.77680
H 0.53727 -0.55320 -1.17736
H 2.31733 -0.34615 -0.43290
H 1.27179 1.07721 0.14816
```

***

Run 4
# C3H6O

One molecule with the formula C3H6O (ωB97M-V/def2-TZVPD, the Open Molecules 2025 dataset).

total charge = 0
highest occupied orbital energy = -9.586 eV

Geometry as XYZ:
```
10
C3H6O | the Open Molecules 2025 dataset | ωB97M-V/def2-TZVPD
C 0.95741 -0.11109 -0.31562
O 0.32564 -0.63943 -1.46496
C 0.00862 0.59949 0.62198
C -1.25686 0.22619 0.74597
H 1.48247 -0.90192 0.22566
H 1.65763 0.63761 -0.68109
H 0.26365 -1.59432 -1.46644
H 0.32521 1.56583 0.99962
H -2.05731 0.63364 1.34139
H -1.70644 -0.41599 -0.00652
```

***

Relative calculated energies, zero for the most stable structure, unit eV: run 1 3.107; run 2 0.000; run 3 2.784; run 4 0.300.

***

Run 1
# C3H6O

A 2-piece molecular cluster, C3H6O overall (ωB97M-V/def2-TZVPD, the Open Molecules 2025 dataset).

total charge = 0
highest occupied orbital energy = -8.850 eV

Geometry as XYZ:
```
10
C3H6O | the Open Molecules 2025 dataset | ωB97M-V/def2-TZVPD
O 1.96570 -0.38942 -0.02258
C 0.72216 -0.01313 0.27469
C -0.16173 1.15909 0.18406
C -0.41224 -0.19149 0.86725
H 2.12577 -1.24131 0.40741
H -1.40078 -1.06218 -2.01956
H -0.68120 1.41553 -0.74966
H 0.09391 2.03340 0.79668
H -1.27231 -1.02936 -1.29197
H -1.05405 -0.74440 1.54040
```

***

Run 2
# C3H6O

One molecule with the formula C3H6O (ωB97M-V/def2-TZVPD, the Open Molecules 2025 dataset).

total charge = 0
highest occupied orbital energy = -8.872 eV

Geometry as XYZ:
```
10
C3H6O | the Open Molecules 2025 dataset | ωB97M-V/def2-TZVPD
C -0.80448 -0.96363 -0.68106
C -0.04752 -0.02687 -0.10443
O 1.28665 -0.25672 0.13654
C -0.53627 1.21228 0.58250
H -1.87378 -0.79681 -0.67552
H -0.53439 -2.01220 -0.67148
H 1.53092 -0.96336 -0.46952
H -1.58992 1.03077 0.81028
H -0.03102 1.32850 1.53528
H -0.62338 2.07168 -0.08458
```

***

Relative calculated energies, zero for the most stable structure, unit eV: run 1 2.769; run 2 0.000.

***

Run 1
# C7H11ClN2O

One molecule with the formula C7H11ClN2O (ωB97M-V/def2-TZVPD, the Open Molecules 2025 dataset).

total charge = 0
highest occupied orbital energy = -8.278 eV

Geometry as XYZ:
```
22
C7H11ClN2O | the Open Molecules 2025 dataset | ωB97M-V/def2-TZVPD
C 0.59523 1.34172 -1.06391
C 0.74420 -0.00281 -0.86219
C -0.68955 1.67411 -0.61446
C 2.88405 -0.14884 0.21720
C -3.54307 0.50388 1.23450
C 2.02797 -0.79540 -0.88121
C -2.94000 0.36169 -0.09276
N -0.35555 -0.53225 -0.35381
N -1.17049 0.52345 0.05426
O -1.28089 2.69536 -0.41775
Cl -3.17550 -1.30753 -0.75446
H 1.11202 2.03105 -1.78858
H 3.19244 0.88288 -0.20336
H 3.79939 -0.78339 0.41407
H 2.19929 -0.18547 1.08866
H -4.62146 0.69371 1.21128
H -3.25729 1.60883 1.63086
H -3.36212 -0.32055 2.01063
H 1.83775 -1.82715 -0.55716
H 2.57654 -0.79216 -1.80057
H -3.00412 0.93387 -1.02223
H -0.32544 -1.43714 0.23353
```

***

Run 2
# C7H11ClN2O

One molecule with the formula C7H11ClN2O (ωB97M-V/def2-TZVPD, the Open Molecules 2025 dataset).

total charge = 0
highest occupied orbital energy = -7.592 eV

Geometry as XYZ:
```
22
C7H11ClN2O | the Open Molecules 2025 dataset | ωB97M-V/def2-TZVPD
C 0.32688 -0.14578 -0.26603
C -1.22235 0.25289 -0.06358
C 0.28741 -1.61490 -0.36277
C 1.37538 1.71061 1.16631
C 2.81354 0.59300 -0.77649
C -3.29436 -1.09688 0.10007
C 1.40213 1.02315 -0.25767
N -1.04331 -1.96485 -0.02284
N -1.87702 -0.88568 0.09062
O 1.18960 -2.36526 -0.61114
Cl -1.93196 1.75011 0.18227
H 2.18382 1.20228 1.68659
H 0.29380 1.58673 1.53149
H 1.58061 2.81032 0.83598
H 3.32547 0.02413 -0.00305
H 3.40050 1.47355 -0.81620
H 2.69430 -0.07388 -1.58978
H -3.79697 -0.15777 -0.15269
H -3.84535 -1.73689 -0.49275
H -3.44172 -1.33748 1.14602
H 1.09002 1.75484 -0.95435
H -1.51044 -2.80225 -0.37000
```

***

Relative calculated energies, zero for the most stable structure, unit eV: run 1 0.000; run 2 0.435.